1.
{
  "formula": "CH10N3O2",
  "method": "ωB97M-V/def2-TZVPD",
  "symbols": ["H", "C", "N", "H", "H", "O", "H", "N", "N", "H", "H", "H", "H", "H", "H", "O"],
  "positions_angstrom": [[-0.035, 0.018, 0.139], [1.297, -0.362, -1.462], [0.791, 0.328, -0.438], [1.277, 1.070, 0.085], [0.153, -2.000, -0.948], [-2.987, 1.484, 2.584], [-3.116, 1.333, 3.530], [0.729, -1.566, -1.668], [2.206, 0.075, -2.284], [-1.652, 0.179, 1.933], [-0.682, -1.033, 2.108], [2.566, 1.017, -2.279], [2.614, -0.522, -2.998], [0.999, -2.211, -2.429], [-3.397, 2.344, 2.419], [-0.763, -0.155, 1.707]],
  "s2": 0.773,
  "homo_energy_ha": [-0.6514, -0.6463],
  "spin_multiplicity": 2,
  "e_above_lowest_kcal_mol": 7.1,
  "charge": 2
}

---

2.
{
  "formula": "H5N2PS2",
  "method": "ωB97M-V/def2-TZVPD",
  "symbols": ["S", "H", "P", "N", "N", "S", "H", "H", "H", "H"],
  "positions_angstrom": [[1.438, -1.759, -0.473], [1.343, 2.117, -1.504], [0.388, 0.073, -0.120], [-1.903, -0.259, -0.953], [0.234, 0.141, 1.595], [1.908, 1.549, -0.415], [0.622, -2.087, -1.399], [-0.066, -0.796, 1.879], [-1.707, 0.087, -1.885], [1.153, 0.394, 1.968]],
  "homo_energy_ha": [-0.3162, -0.3161],
  "spin_multiplicity": 1,
  "e_above_lowest_kcal_mol": 121.9,
  "charge": 0
}

---

3.
{
  "formula": "C31H50BCl3F9IN3O12S2",
  "method": "ωB97M-V/def2-TZVPD",
  "symbols": ["H", "N", "C", "F", "O", "C", "Cl", "C", "C", "H", "H", "Cl", "O", "H", "H", "H", "H", "H", "O", "H", "C", "H", "C", "H", "F", "C", "H", "H", "F", "H", "Cl", "B", "N", "C", "H", "H", "O", "H", "C", "C", "H", "F", "H", "C", "H", "H", "H", "H", "H", "O", "H", "C", "F", "H", "H", "O", "F", "S", "H", "C", "O", "H", "C", "C", "C", "H", "H", "H", "C", "F", "O", "H", "F", "O", "I", "H", "H", "S", "F", "H", "C", "H", "C", "H", "C", "O", "H", "C", "N", "C", "H", "O", "H", "H", "H", "H", "C", "H", "C", "C", "C", "H", "C", "H", "C", "O", "H", "C", "H", "H", "C", "C"],
  "positions_angstrom": [[-9.314, 1.073, 5.140], [2.156, -0.675, 0.227], [4.924, -6.319, -1.855], [-1.086, -0.357, -2.764], [5.085, -5.750, -4.386], [2.901, -2.664, 1.921], [-1.055, -1.598, -0.122], [3.105, 2.274, -4.057], [-3.474, 0.872, -2.666], [2.467, -8.031, -6.767], [-8.160, 2.625, 1.030], [2.368, 3.009, 2.314], [0.997, -3.162, -1.610], [-2.903, 3.151, 1.430], [-0.520, 2.795, 0.278], [2.188, -8.746, -4.431], [1.781, -7.043, -4.553], [3.837, 2.560, -4.800], [1.477, -1.723, -3.365], [1.709, 1.687, 5.249], [-3.156, 3.198, 2.487], [2.590, 0.230, -4.476], [3.916, 1.150, 0.262], [2.668, -2.733, -0.104], [-2.144, 1.326, -4.599], [5.871, -0.949, -0.581], [-6.683, 3.621, 1.083], [4.269, 0.486, -4.066], [-3.746, -0.357, -3.107], [6.223, -0.380, -1.431], [1.487, -0.834, 3.886], [1.229, -1.859, -2.032], [0.270, 2.182, 0.280], [1.762, 0.538, -2.015], [-9.681, 4.105, 5.315], [6.273, -1.941, -0.693], [3.086, 0.398, -2.460], [5.436, -5.394, -1.599], [4.366, -1.053, -0.687], [-7.244, 2.830, 1.576], [2.155, -2.346, -3.644], [-4.209, 1.942, -4.578], [0.658, -0.787, 1.636], [-8.950, 2.090, 5.011], [1.214, -2.548, 0.665], [1.649, 1.536, -1.610], [5.645, -7.122, -1.979], [-1.918, 4.996, 2.432], [2.139, 2.493, -4.489], [2.361, -3.613, 2.454], [1.145, 2.559, -0.023], [-1.062, 0.475, -1.699], [-2.591, 2.078, -0.878], [-3.564, 5.263, 2.968], [-1.996, 0.938, 1.165], [3.932, -1.844, -1.513], [-3.225, 0.069, -0.523], [-7.662, 3.418, 3.183], [-10.885, 2.985, 4.699], [2.205, -2.127, 0.661], [3.436, 2.035, -0.420], [6.251, -0.545, 0.344], [2.221, 1.540, 3.200], [1.762, 0.400, 2.675], [-1.060, 0.809, 1.689], [5.986, 1.400, 0.774], [-4.233, 3.115, 2.565], [4.185, -6.570, -1.099], [2.594, 1.719, 4.628], [-2.759, 3.033, -3.402], [3.572, -7.522, -3.594], [3.279, 2.856, -3.162], [-0.626, 1.645, -2.221], [-8.555, 2.182, 3.623], [4.775, -2.115, 2.806], [-10.377, 2.900, 6.398], [3.576, -6.748, -6.286], [4.110, -6.052, -3.391], [-4.643, 1.355, -2.180], [3.251, 0.912, 4.923], [1.280, -0.561, -1.025], [4.056, -8.425, -6.082], [3.258, 0.767, -3.809], [-1.137, -0.158, 2.171], [1.267, 0.041, 1.304], [-8.488, 4.572, 3.042], [-0.702, 2.834, 2.520], [-2.531, 2.049, 3.263], [3.503, -0.249, 0.087], [-3.108, 1.825, -3.825], [-3.079, 1.144, 3.021], [-6.484, 3.448, 3.998], [1.791, -3.672, -1.815], [1.127, 0.548, -2.888], [4.944, 0.984, 2.174], [-8.073, 2.206, 5.650], [0.111, 0.839, 0.667], [-0.539, 1.461, 3.670], [2.597, -7.761, -4.641], [5.016, 1.512, 1.234], [-2.557, 0.832, -1.386], [-2.403, 4.487, 4.041], [-1.057, 1.857, 2.807], [3.141, 2.639, 4.757], [-2.732, 4.578, 3.014], [2.986, -5.176, -3.197], [4.922, 2.561, 1.451], [-0.146, -0.079, -0.611], [-2.564, 2.274, 4.320], [-6.636, 1.934, 1.672], [3.211, -7.740, -6.026], [-10.038, 3.079, 5.377]],
  "homo_energy_ha": -0.4357,
  "spin_multiplicity": 1,
  "charge": 1
}

---

4.
{
  "formula": "C10H16",
  "method": "ωB97M-V/def2-TZVPD",
  "symbols": ["H", "H", "H", "C", "H", "H", "H", "H", "H", "C", "H", "C", "H", "C", "H", "C", "H", "C", "C", "C", "H", "C", "H", "H", "H", "C"],
  "positions_angstrom": [[-2.142, -1.109, 3.052], [3.681, -1.669, 0.286], [-1.120, 1.512, -0.522], [-0.754, 1.484, -2.619], [-1.705, 1.328, -3.122], [3.737, 0.584, -0.676], [1.513, 1.789, -1.165], [-1.604, -0.055, -1.413], [-1.972, 1.309, 2.142], [0.380, 0.108, -0.748], [0.177, 1.210, -3.116], [1.532, -1.702, 0.412], [-3.290, 0.061, 3.841], [-2.700, 0.564, 1.810], [1.503, -2.691, 0.852], [2.780, 0.158, -0.404], [-3.533, 1.236, 1.618], [1.598, 0.781, -0.767], [0.378, -1.164, -0.140], [-2.995, -0.449, 2.921], [-3.888, -1.029, 2.689], [2.775, -1.087, 0.193], [-0.691, 2.566, -2.532], [-0.578, -1.658, -0.035], [-2.360, 0.013, 0.941], [-0.877, 0.734, -1.249]],
  "homo_energy_ha": -0.3287,
  "spin_multiplicity": 1,
  "e_above_lowest_kcal_mol": 19.3,
  "charge": 0
}

---

| no. | electronic energy (Eh) |
| --- | --- |
| 1 | -358.11790 |
| 2 | -1250.10641 |
| 3 | -5676.36397 |
| 4 | -390.60518 |